Below is a cluster of 2 separate species, C4H9N2 in total in a non-equilibrium geometry, with properties calculated with ωB97M-V/def2-TZVPD.

- energy relative to the best compared isomer or geometry (same formula, charge and spin) (kcal per mole) = 138.84
- total charge = +1
- E_tot (Eh) = -266.878033
- highest occupied orbital energy (spin up / spin down) (hartree) = -0.5102 / -0.5293
- M (g/mol) = 85.13
- F_max (eV/A) = 3.299

XYZ file:
```
15
Properties=species:S:1:pos:R:3:forces:R:3:mulliken_charge:R:1
C -0.300251 0.546738 0.479208 -1.994 0.267 -0.348 0.1762
C 2.186669 0.182347 -0.300137 -0.265 -1.211 -2.176 -0.5263
C 1.249144 -0.888310 -0.956083 1.989 -0.607 -0.422 -0.3971
C -2.560190 -0.905716 0.064835 2.635 -0.921 1.758 -0.6647
N 0.743973 0.117325 -0.149728 0.018 0.693 1.815 0.0688
N -0.443912 1.672166 1.181479 0.509 0.094 0.363 -0.3147
H 2.972812 -0.214345 0.326472 -0.654 0.297 0.990 0.3104
H 2.532214 0.789077 -1.124865 -0.007 0.770 0.485 0.2869
H 1.243548 -0.718517 -2.015292 -0.745 -0.072 -0.394 0.2537
H 1.398535 -1.929106 -0.666871 -0.561 0.346 0.439 0.2778
H -2.039070 -1.884167 0.195920 -0.522 1.065 -0.267 0.3143
H -3.219224 -0.603146 0.848204 -0.148 0.311 0.437 0.3520
H -2.669003 -0.487096 -0.874458 -0.179 0.631 -1.741 0.3780
H -1.371374 2.012996 1.409557 0.113 -0.612 -0.075 0.2445
H 0.276124 2.309750 1.581761 -0.190 -1.050 -0.864 0.2402
```
Positions in Å, forces in eV/Å.